{"formula": "C47H57Br2N6O5PtSi", "method": "ωB97M-V with the def2-TZVPD basis set", "charge": 1, "e_above_lowest_ev": 0.0319, "multiplicity": 5, "homo_lumo_gap_ev": [7.38, 5.68], "mol_weight_g_mol": 1169.0, "symbols": ["Pt", "C", "C", "C", "C", "C", "C", "C", "C", "N", "C", "O", "C", "C", "C", "C", "C", "N", "C", "O", "N", "C", "C", "C", "C", "C", "C", "C", "C", "H", "H", "H", "H", "H", "H", "H", "H", "H", "H", "H", "H", "H", "H", "H", "H", "H", "H", "H", "H", "H", "Br", "C", "C", "N", "C", "C", "C", "C", "O", "O", "H", "H", "H", "N", "C", "O", "C", "C", "C", "N", "C", "C", "H", "H", "H", "H", "H", "H", "C", "C", "C", "C", "Si", "Br", "C", "C", "C", "C", "C", "C", "C", "C", "H", "H", "H", "H", "H", "H", "H", "H", "H", "H", "H", "H", "H", "H", "H", "H", "H", "H", "H", "H", "H", "H", "H", "H", "H", "H", "H"], "positions_angstrom": [[-1.017, 0.115, -1.436], [2.189, 1.208, -4.521], [2.595, -0.022, -3.757], [3.931, -0.317, -3.628], [4.361, -1.442, -2.918], [3.451, -2.280, -2.282], [2.101, -2.013, -2.308], [1.136, -2.993, -1.721], [1.645, -0.873, -3.071], [0.316, -0.664, -3.136], [-0.297, -0.571, -4.396], [0.235, -0.883, -5.432], [-1.757, -0.217, -4.370], [-2.533, -0.350, -5.503], [-3.894, -0.108, -5.401], [-4.434, 0.252, -4.177], [-3.584, 0.379, -3.094], [-2.278, 0.165, -3.209], [-4.121, 0.734, -1.734], [-5.289, 1.009, -1.594], [-3.165, 0.829, -0.726], [-3.514, 0.793, 0.564], [-4.405, -0.219, 1.098], [-5.036, -1.279, 0.247], [-4.602, -0.236, 2.461], [-4.016, 0.716, 3.293], [-3.196, 1.725, 2.775], [-2.916, 1.775, 1.436], [-2.111, 2.894, 0.855], [3.035, 1.888, -4.606], [1.370, 1.740, -4.033], [1.862, 0.946, -5.525], [4.659, 0.332, -4.098], [5.420, -1.667, -2.869], [3.800, -3.167, -1.768], [1.673, -3.786, -1.203], [0.532, -3.452, -2.508], [0.438, -2.526, -1.029], [-2.064, -0.660, -6.427], [-4.532, -0.214, -6.268], [-5.491, 0.426, -4.036], [-4.318, -1.690, -0.461], [-5.875, -0.869, -0.314], [-5.406, -2.088, 0.874], [-5.230, -1.008, 2.888], [-4.205, 0.679, 4.359], [-2.789, 2.483, 3.433], [-1.739, 3.546, 1.643], [-2.718, 3.488, 0.168], [-1.266, 2.509, 0.286], [-1.946, -5.947, 2.627], [-2.125, -5.579, 0.781], [-2.344, -6.622, -0.104], [-2.481, -6.434, -1.418], [-2.397, -5.178, -1.867], [-2.174, -4.075, -1.051], [-2.037, -4.285, 0.314], [-2.052, -2.709, -1.661], [-2.174, -2.571, -2.872], [-1.806, -1.751, -0.815], [-2.413, -7.642, 0.257], [-2.509, -5.030, -2.934], [-1.871, -3.449, 0.980], [0.961, 7.126, -1.366], [0.621, 6.400, -2.460], [0.474, 6.872, -3.565], [0.396, 4.922, -2.242], [1.079, 4.163, -1.305], [0.792, 2.813, -1.200], [-0.121, 2.205, -1.959], [-0.761, 2.939, -2.881], [-0.525, 4.288, -3.059], [1.113, 8.114, -1.482], [1.050, 6.723, -0.453], [1.851, 4.589, -0.676], [1.309, 2.185, -0.488], [-1.485, 2.422, -3.498], [-1.039, 4.848, -3.827], [3.796, 0.320, 0.648], [3.400, 0.749, 2.067], [4.540, 0.366, 3.035], [3.277, 2.279, 2.045], [1.803, -0.074, 2.678], [0.354, 0.061, 0.825], [0.861, 0.903, 4.002], [-0.317, 0.089, 4.552], [0.277, 2.225, 3.487], [1.833, 1.206, 5.163], [1.883, -1.949, 2.945], [2.804, -2.608, 1.910], [2.453, -2.221, 4.354], [0.517, -2.647, 2.820], [4.695, 0.879, 0.358], [3.017, 0.544, -0.085], [4.033, -0.738, 0.572], [5.458, 0.873, 2.716], [4.745, -0.706, 3.033], [4.343, 0.669, 4.066], [4.207, 2.695, 1.640], [3.135, 2.709, 3.036], [2.459, 2.615, 1.404], [-1.039, -0.163, 3.771], [-0.836, 0.698, 5.304], [-0.005, -0.830, 5.045], [-0.442, 2.058, 2.686], [1.031, 2.924, 3.132], [-0.252, 2.709, 4.319], [2.288, 0.304, 5.582], [1.275, 1.693, 5.970], [2.638, 1.883, 4.872], [3.848, -2.315, 2.026], [2.489, -2.388, 0.888], [2.752, -3.695, 2.045], [3.442, -1.780, 4.506], [2.556, -3.304, 4.486], [1.799, -1.860, 5.149], [0.084, -2.517, 1.827], [-0.212, -2.311, 3.551], [0.670, -3.719, 2.975]], "lowdin_charge": [1.018, -0.015, -0.160, -0.025, -0.019, -0.036, -0.164, -0.022, -0.168, 0.090, -0.397, 0.140, -0.196, 0.045, 0.006, 0.045, -0.166, 0.018, -0.409, 0.123, 0.096, -0.172, -0.139, -0.007, -0.018, -0.015, -0.041, -0.195, -0.046, 0.089, 0.060, 0.090, 0.121, 0.118, 0.122, 0.091, 0.105, 0.043, 0.133, 0.124, 0.132, 0.075, 0.090, 0.092, 0.122, 0.119, 0.118, 0.084, 0.102, 0.016, 0.750, -0.661, -0.178, 0.088, -0.067, -0.121, -0.057, -0.616, 0.052, -0.241, 0.106, 0.123, 0.102, 0.187, -0.494, 0.090, -0.109, 0.016, -0.157, -0.046, -0.106, 0.033, 0.122, 0.098, 0.120, 0.036, 0.106, 0.133, -0.109, -0.617, -0.074, -0.092, 0.580, 0.640, -0.617, -0.093, -0.108, -0.075, -0.620, -0.090, -0.075, -0.113, 0.095, 0.039, 0.060, 0.096, 0.066, 0.074, 0.095, 0.067, 0.058, 0.069, 0.095, 0.066, 0.015, 0.064, 0.096, 0.075, 0.096, 0.065, 0.070, 0.059, 0.098, 0.073, 0.097, 0.066, 0.030, 0.066, 0.081]}